A molecular structure, C4H25NO8 at a distorted geometry, computed with ωB97M-V with the def2-TZVPD basis set.

Kohn-Sham gap   8.0 eV
Charge   0
HOMO   -7.81 eV
ΔE to the lowest compared entry with this formula, charge and spin   1301.17 kJ/mol
F_max   10.415 eV/Å

Structure (XYZ):
```
38
Properties=species:S:1:pos:R:3:forces:R:3
O -0.5083 0.0912 1.0184 -3.070 -3.775 4.406
O 0.8749 -0.6836 2.8421 -1.465 -5.789 1.464
O -2.0883 -1.8672 0.3292 -0.170 -1.357 0.107
O 0.3048 2.2756 1.7609 -7.453 5.928 -2.720
O 1.8108 1.2173 2.5167 7.221 -1.132 2.704
O -2.3860 0.7455 0.3869 -10.372 -0.128 0.934
O -0.8169 1.7402 -0.6538 0.196 5.097 1.707
O 0.1349 0.7150 -2.1714 1.743 -4.595 -5.530
N 1.4407 0.2199 0.1271 3.326 1.764 -1.873
C 0.1233 -0.6767 -1.7606 0.548 0.578 0.485
C 1.3071 -0.8018 -0.8583 3.310 -0.295 -0.937
C 1.5040 -2.1298 -0.1530 -0.638 0.242 0.112
C -0.7724 0.9434 -3.2787 1.404 0.717 -1.127
H -1.3911 1.2458 -0.0689 0.904 2.746 -1.549
H -0.5153 1.9117 2.0944 -0.058 -0.348 0.097
H 0.5211 -2.4107 0.2251 -0.164 -0.890 -0.478
H -0.0527 0.9482 -4.0974 -0.698 -0.191 -0.701
H -1.2090 1.9406 -3.2230 0.214 -0.050 0.522
H 1.6683 -1.1998 2.6991 0.487 0.077 0.143
H 0.0357 2.8779 1.0673 -0.326 0.192 -0.732
H -0.5898 1.1206 -1.3472 -0.709 1.287 1.309
H 0.2977 0.2870 0.5405 1.928 0.770 0.606
H -1.5954 0.2437 -3.4243 0.329 -0.376 0.389
H -0.4873 -0.8573 1.1458 0.328 -0.119 0.432
H 0.3026 -1.2589 3.3498 -0.420 -0.190 0.353
H 2.3885 0.2309 0.4759 -0.167 -0.016 0.718
H 2.0110 -1.9755 0.7995 0.677 0.024 -0.412
H -3.1551 0.1814 0.4671 -0.913 0.912 -0.207
H 2.1942 -0.4704 -1.3981 0.163 -1.525 -1.506
H -0.7402 -0.8607 -1.1214 -0.398 0.056 -0.630
H 0.2075 -1.3687 -2.5986 -0.148 0.080 -0.058
H 2.0253 -2.8522 -0.7811 -0.393 -0.261 0.277
H -2.3070 -1.9042 -0.6019 -0.172 -0.141 -0.242
H -2.7306 -1.2637 0.7028 -0.078 -0.397 0.217
H 1.2119 0.4836 2.6554 0.512 2.053 -0.009
H -1.6485 0.1796 0.6151 1.748 -1.348 1.184
H 1.2793 1.8811 2.0773 2.758 -0.273 0.602
H 1.3503 1.1007 -0.3589 0.017 0.673 -0.057
```
Forces are in eV/Å.

Taken from the natural (NBO) analysis, the atomic charges in e are: -0.96 -0.88 -0.93 -0.87 -1.08 -0.96 -1.06 -0.51 -0.81 -0.10 -0.09 -0.62 -0.28 0.44 0.51 0.21 0.19 0.23 0.49 0.51 0.43 0.46 0.19 0.48 0.48 0.42 0.21 0.43 0.19 0.19 0.20 0.23 0.48 0.46 0.43 0.46 0.44 0.41



A molecular structure, C5H8O2, computed with ωB97M-V with the def2-TZVPD basis set.

Kohn-Sham gap   9.9 eV
Charge   0
HOMO   -9.11 eV
ΔE to the lowest compared entry with this formula, charge and spin   239.07 kJ/mol
F_max   0.828 eV/Å

Structure (XYZ):
```
15
Properties=species:S:1:pos:R:3:forces:R:3
O -0.6039 -1.1165 -0.9315 -0.266 0.012 0.040
O 1.8756 -0.0661 1.0894 0.245 0.068 -0.165
C -1.4971 -0.3437 1.3148 -0.023 0.002 0.009
C -0.5389 -0.2114 0.1746 -0.250 0.179 0.347
C 0.9424 -0.0823 0.0745 -0.237 0.044 -0.081
C 0.8269 -1.0431 -1.0971 0.623 -0.277 -0.470
C 0.0695 1.0860 -0.2999 -0.065 0.265 -0.013
H -2.5238 -0.1451 0.9906 0.134 -0.047 -0.048
H 1.0993 -0.5899 -2.0651 -0.039 -0.296 0.196
H 0.0597 1.9052 0.4106 -0.068 -0.095 0.023
H -1.2525 0.3932 2.0856 0.033 -0.098 -0.108
H 1.2928 -2.0321 -0.9970 -0.102 0.249 0.156
H -1.4629 -1.3378 1.7704 0.050 0.087 -0.146
H 2.5437 0.5971 0.8732 -0.063 -0.112 0.090
H -0.0347 1.3590 -1.3493 0.029 0.019 0.170
```
Forces are in eV/Å.

Taken from the natural (NBO) analysis, the atomic charges in e are: -0.51 -0.68 -0.63 0.25 0.18 -0.08 -0.47 0.22 0.17 0.22 0.22 0.19 0.22 0.48 0.22



A gas-phase ion, C5H11IN4 (charge +2) at a distorted geometry, computed with ωB97M-V with the def2-TZVPD basis set.

Kohn-Sham gap   9.1 eV
Charge   +2
HOMO   -17.12 eV
ΔE to the lowest compared entry with this formula, charge and spin   0.00 kJ/mol
F_max   5.335 eV/Å

Structure (XYZ):
```
21
Properties=species:S:1:pos:R:3:forces:R:3
I -0.6730 -1.5546 2.2553 0.449 -0.756 0.453
N 1.1727 1.5975 1.9168 2.157 -0.124 1.502
N -2.5678 0.5839 -0.4778 -0.696 4.260 2.162
N -0.4155 1.3189 0.3055 -3.336 -3.150 -2.721
N -0.8915 -0.8401 -0.8430 -0.939 1.688 0.227
C 0.4465 -1.3294 -0.5548 1.475 2.354 -0.644
C 0.5365 0.8939 1.0625 3.169 -4.058 0.428
C -1.2774 0.3789 -0.3807 -0.043 -2.195 0.052
C 0.8738 -1.1405 0.8532 -0.481 3.314 1.522
C 1.4168 -0.6153 -1.5209 -2.514 -1.611 -2.413
H -0.7840 2.2106 0.2375 -0.562 2.586 0.369
H 2.0438 1.1905 2.3374 -1.261 0.435 -0.444
H 1.0746 -1.0195 -2.5524 0.952 0.872 1.411
H 2.4545 -0.7511 -1.4282 1.245 -0.497 0.457
H 1.1731 0.4226 -1.5063 0.080 0.838 -0.078
H -1.6240 -1.3683 -1.4196 1.783 0.694 1.348
H -3.1979 1.3155 -0.0097 1.973 -0.978 -0.797
H 1.9655 -1.4582 1.0802 -1.956 0.878 -0.165
H 0.4409 -2.3497 -0.6620 -0.004 -2.680 -0.737
H -3.1286 -0.0062 -0.9914 -1.194 -1.835 -1.426
H 0.9611 2.5207 2.2984 -0.299 -0.035 -0.505
```
Forces are in eV/Å.

Taken from the natural (NBO) analysis, the atomic charges in e are: 0.30 -0.70 -0.71 -0.61 -0.53 -0.18 0.54 0.72 -0.23 -0.61 0.44 0.46 0.25 0.26 0.20 0.47 0.47 0.30 0.27 0.43 0.45



A single C3H8N2O molecule at a distorted geometry, computed with ωB97M-V with the def2-TZVPD basis set.

Kohn-Sham gap   10.2 eV
Charge   0
HOMO   -9.35 eV
ΔE to the lowest compared entry with this formula, charge and spin   167.36 kJ/mol
F_max   2.563 eV/Å
Structure (SMILES)   NCCNC=O

Structure (XYZ):
```
14
Properties=species:S:1:pos:R:3:forces:R:3
O 1.2705 -0.3806 2.9242 0.401 -0.391 0.012
N 0.3426 -0.6158 -1.9949 -0.278 0.537 -0.155
N -0.1463 0.5618 1.4420 0.770 -0.718 -0.769
C 0.9673 -0.1885 1.7748 -0.171 1.694 0.564
C -0.4603 -0.6286 -0.7631 1.084 -0.852 0.253
C -0.5447 0.6554 0.0568 -2.241 1.201 -0.322
H 0.7987 0.2797 -2.1025 0.107 0.030 -0.026
H -0.2192 -0.7420 -2.8256 -0.100 -0.016 0.053
H -1.6220 0.8789 0.0969 -0.003 -0.158 0.182
H -1.4620 -1.0185 -0.9174 -0.064 0.066 -0.366
H 0.0347 -1.3874 -0.1541 -0.309 -0.003 0.333
H 1.6113 -0.4083 0.9096 -0.085 -0.698 0.043
H -0.3133 1.3951 1.9783 -0.167 -0.267 0.533
H -0.2571 1.5988 -0.4251 1.058 -0.426 -0.334
```
Forces are in eV/Å.

Taken from the natural (NBO) analysis, the atomic charges in e are: -0.57 -0.83 -0.64 0.52 -0.24 -0.25 0.35 0.36 0.20 0.20 0.19 0.11 0.40 0.19



> What is the F_max in the fourth record?

2.563 eV/Å



> The highest charge belongs to which entry?

C5H11IN4